No. 1
{
  "formula": "C20H24FN3O3S2",
  "method": "wB97M-V/def2-TZVPD",
  "species": ["O", "C", "C", "C", "C", "C", "C", "S", "O", "O", "N", "C", "C", "C", "C", "S", "N", "C", "C", "N", "C", "C", "C", "C", "F", "C", "C", "C", "C", "H", "H", "H", "H", "H", "H", "H", "H", "H", "H", "H", "H", "H", "H", "H", "H", "H", "H", "H", "H", "H", "H", "H", "H"],
  "positions_angstrom": [[2.18041, 2.37065, 1.20659], [2.76618, 1.95976, 0.22247], [2.11771, 2.10071, -1.15103], [0.70878, 1.61680, -1.03746], [0.03419, 0.79461, -1.89177], [-1.27804, 0.51434, -1.45640], [-1.57102, 1.14192, -0.28694], [-3.03177, 1.01484, 0.70912], [-3.64858, 2.31272, 0.74981], [-2.65610, 0.41631, 1.95744], [-3.93487, -0.07049, -0.19472], [-4.95619, 0.55818, -1.00998], [-6.20423, 0.54083, -0.12700], [-6.09006, -0.80646, 0.59517], [-4.58375, -1.13839, 0.55176], [-0.26026, 2.06531, 0.32330], [3.98457, 1.38060, 0.32569], [4.76284, 0.77832, -0.72896], [4.39746, -0.72706, -0.84130], [3.74274, -1.16598, 0.37192], [2.36655, -1.38956, 0.35440], [1.82943, -2.15794, -0.68427], [0.48145, -2.44398, -0.73682], [-0.34471, -1.96962, 0.26461], [-1.66530, -2.26125, 0.20820], [0.15164, -1.22257, 1.31460], [1.50412, -0.93588, 1.35524], [4.40771, -0.67033, 1.55337], [4.38716, 0.88032, 1.62708], [2.62482, 1.54790, -1.93770], [2.12499, 3.16654, -1.40048], [0.45590, 0.39796, -2.79839], [-1.96945, -0.12802, -1.96871], [-5.09801, -0.04386, -1.91311], [-4.63432, 1.56180, -1.27983], [-6.13290, 1.36402, 0.58402], [-7.12535, 0.63872, -0.69813], [-6.45870, -0.74887, 1.61707], [-6.65854, -1.57287, 0.06773], [-4.39236, -2.08192, 0.03505], [-4.12420, -1.18579, 1.53734], [5.81518, 0.89242, -0.44959], [4.61611, 1.29686, -1.67448], [3.72743, -0.88339, -1.68500], [5.30675, -1.31826, -1.00379], [2.47783, -2.55869, -1.44839], [0.07070, -3.03773, -1.53817], [-0.52478, -0.84793, 2.06679], [1.87196, -0.33079, 2.16716], [3.94613, -1.11105, 2.43592], [5.44358, -1.02417, 1.50215], [5.37552, 1.27356, 1.88309], [3.66362, 1.24681, 2.35534]],
  "homo_energy_ev": -7.75,
  "smiles": "O=C(Cc1ccc(S(=O)(=O)N2CCCC2)s1)N1CCN(c2ccc(F)cc2)CC1",
  "e_tot_ev": -56129.7302
}



No. 2
{
  "formula": "C20H24InN4OS4",
  "method": "wB97M-V/def2-TZVPD",
  "species": ["In", "N", "N", "C", "N", "S", "H", "H", "H", "H", "H", "C", "C", "C", "C", "C", "C", "C", "C", "S", "C", "N", "C", "C", "C", "C", "C", "C", "C", "C", "H", "H", "H", "H", "H", "H", "H", "H", "H", "H", "H", "H", "H", "H", "H", "H", "C", "O", "C", "S", "S", "H", "H", "H"],
  "positions_angstrom": [[1.89072, -1.80130, -1.88628], [0.79123, 0.35081, -1.79749], [1.53217, 1.37638, -1.21324], [2.85999, 1.28645, -1.02263], [3.47628, 2.32737, -0.48173], [3.75753, -0.06195, -1.50787], [0.28009, 0.71981, -2.59485], [0.12150, -0.02593, -1.09711], [1.01728, 2.16572, -0.85030], [3.00207, 3.19327, -0.27793], [4.47438, 2.29215, -0.35524], [-1.70377, 4.35620, 3.75046], [-0.81401, 3.57553, 2.78318], [-0.74190, 4.35876, 1.46393], [0.59029, 3.47637, 3.39738], [-1.34778, 2.16870, 2.50592], [-2.53422, 1.68130, 3.07317], [-3.00763, 0.40965, 2.81379], [-2.28102, -0.40555, 1.95543], [-2.58095, -2.02597, 1.43727], [-1.12547, -1.98519, 0.47308], [-0.47460, -0.86443, 0.53194], [-1.09833, 0.05204, 1.37072], [-0.63753, 1.33485, 1.65628], [-0.70915, -3.17143, -0.30133], [-1.50207, -4.31335, -0.17295], [-1.18314, -5.50840, -0.79813], [-0.03550, -5.57904, -1.56320], [0.74800, -4.44299, -1.71557], [0.43754, -3.22097, -1.11685], [-1.27800, 5.34751, 3.91251], [-1.77201, 3.86396, 4.72205], [-2.71239, 4.49175, 3.35571], [-0.29549, 5.34076, 1.63193], [-1.73677, 4.50427, 1.03964], [-0.13471, 3.83690, 0.71799], [1.00050, 4.47551, 3.55694], [1.28151, 2.92877, 2.75245], [0.55874, 2.96321, 4.35959], [-3.10335, 2.30802, 3.74539], [-3.92280, 0.06350, 3.27578], [0.29220, 1.66843, 1.21786], [-2.39356, -4.28394, 0.43976], [-1.82462, -6.37014, -0.67461], [0.26026, -6.50072, -2.04600], [1.63969, -4.54143, -2.32420], [0.51447, -1.98651, -4.84119], [1.01349, -3.28909, -5.07699], [2.25206, -3.70877, -4.75442], [2.81837, -5.05961, -5.43342], [3.28141, -2.78063, -3.64958], [-0.31705, -1.86287, -5.53036], [1.26773, -1.22164, -5.03265], [0.10832, -1.90611, -3.82404]],
  "charge": 1,
  "homo_energy_ev": -10.58,
  "e_tot_ev": -77646.7819
}



No. 3
{
  "formula": "C20H24N2O2",
  "method": "wB97M-V/def2-TZVPD",
  "species": ["C", "O", "C", "C", "C", "C", "N", "C", "O", "N", "C", "C", "C", "C", "C", "C", "C", "C", "C", "C", "C", "C", "C", "C", "H", "H", "H", "H", "H", "H", "H", "H", "H", "H", "H", "H", "H", "H", "H", "H", "H", "H", "H", "H", "H", "H", "H", "H"],
  "positions_angstrom": [[5.72747, -2.10903, 5.38789], [4.82445, -1.03235, 5.35917], [3.81446, -1.05910, 4.43827], [2.94613, 0.03228, 4.45526], [1.89543, 0.10282, 3.56833], [1.67842, -0.91318, 2.63646], [0.59087, -0.77619, 1.76898], [0.19530, -1.62053, 0.76129], [0.82226, -2.60629, 0.42241], [-1.00183, -1.30233, 0.16587], [-1.74644, -0.07640, 0.33619], [-1.21807, 1.01450, -0.61161], [-0.64537, 0.35875, -1.87803], [-0.55385, 1.35386, -3.05030], [-1.88475, 1.90078, -3.48137], [-2.35617, 3.10511, -2.97143], [-3.59537, 3.59701, -3.34260], [-4.38278, 2.89220, -4.23613], [-3.91674, 1.70056, -4.76481], [-2.67759, 1.21177, -4.39178], [-1.47439, -0.88250, -2.21438], [-1.29985, -1.93600, -1.10734], [2.54337, -1.99937, 2.62040], [3.59998, -2.07165, 3.51198], [5.22157, -3.05368, 5.61367], [6.43381, -1.88067, 6.18480], [6.26995, -2.20568, 4.44148], [3.11636, 0.81555, 5.17676], [1.23131, 0.95631, 3.59743], [0.04775, 0.05658, 1.92959], [-2.78471, -0.31177, 0.08241], [-1.74882, 0.25465, 1.37652], [-0.43931, 1.60680, -0.12646], [-2.03875, 1.68293, -0.87442], [0.37630, 0.02268, -1.66422], [-0.08074, 0.84454, -3.89262], [0.09484, 2.17863, -2.74627], [-1.74112, 3.67129, -2.28546], [-3.94518, 4.53466, -2.93541], [-5.35033, 3.27416, -4.52634], [-4.51960, 1.15122, -5.47329], [-2.31768, 0.28734, -4.81952], [-1.15004, -1.30741, -3.16426], [-2.52346, -0.59826, -2.31443], [-2.20822, -2.54071, -1.00663], [-0.46523, -2.60374, -1.32877], [2.38739, -2.78842, 1.90478], [4.24899, -2.93175, 3.46794]],
  "homo_energy_ev": -7.67,
  "smiles": "COc1ccc(NC(=O)N2CCC(Cc3ccccc3)CC2)cc1",
  "e_tot_ev": -28205.4127
}



No. 4
{
  "formula": "C20H24N3O",
  "method": "wB97M-V/def2-TZVPD",
  "species": ["C", "O", "C", "C", "C", "C", "C", "C", "C", "C", "C", "C", "C", "C", "C", "H", "H", "H", "H", "H", "H", "H", "H", "H", "H", "H", "H", "H", "C", "C", "N", "C", "N", "C", "C", "C", "N", "H", "H", "H", "H", "H", "H", "H", "H", "H", "H", "H"],
  "positions_angstrom": [[-3.49227, -0.88223, -5.07241], [-2.94994, -1.66149, -3.98636], [-2.02584, -1.10729, -3.14400], [-1.87325, -1.68942, -1.84826], [-0.95981, -1.16288, -0.95519], [-0.08082, -0.09436, -1.30821], [1.04144, 0.23922, -0.44203], [1.65586, 1.54478, -0.58453], [2.96094, 1.74325, -0.03203], [3.73057, 2.86208, -0.40117], [3.20652, 3.85690, -1.24698], [1.86612, 3.75003, -1.65290], [1.06658, 2.66777, -1.25952], [-0.27387, 0.47668, -2.59492], [-1.17884, -0.02910, -3.52785], [-4.35794, -1.47930, -5.36607], [-3.80775, 0.12224, -4.74163], [-2.77308, -0.80854, -5.90451], [-2.42012, -2.60513, -1.60626], [-0.91683, -1.57613, 0.05557], [1.77618, -0.61632, -0.06066], [3.33404, 0.98746, 0.66971], [4.77250, 2.93162, -0.06800], [3.85981, 4.66539, -1.61378], [1.43573, 4.49688, -2.33383], [-0.01840, 2.66390, -1.49891], [0.36847, 1.29424, -2.92365], [-1.17143, 0.35675, -4.57129], [-0.71086, 1.02711, 3.23193], [-0.71719, 0.83902, 1.72866], [0.26752, -0.12786, 1.29737], [0.37400, -1.20826, 2.05801], [-0.09046, -1.29695, 3.32393], [-0.93384, -0.31411, 3.91425], [0.08599, -2.61333, 3.88839], [0.85515, -3.34530, 2.81078], [0.85201, -2.43092, 1.69789], [0.23225, 1.48367, 3.56302], [-1.49198, 1.73151, 3.53989], [-1.73613, 0.49653, 1.42437], [-0.51789, 1.78525, 1.22319], [-0.72305, -0.27742, 4.98868], [-2.00606, -0.59136, 3.81369], [0.63387, -2.54947, 4.82574], [-0.87223, -3.08559, 4.11237], [1.87498, -3.56547, 3.12859], [0.41486, -4.31631, 2.57009], [1.43450, -2.58773, 0.87885]],
  "charge": 1,
  "homo_energy_ev": -11.19,
  "e_tot_ev": -27639.7936
}